{"formula": "C27H46BrN3OP2Pb", "method": "ωB97M-V/def2-TZVPD", "orbital_gap_ev": [5.03, 5.03], "charge": 2, "e_tot_ev": -129114.877, "mol_weight_g_mol": 777.737, "max_force_ev_per_a": 5.29, "relative_energy_ev": 0.216, "lumo_energy_ev": [-7.434, -7.434], "symbols": ["Pb", "Br", "P", "P", "O", "N", "N", "N", "C", "C", "C", "C", "C", "C", "C", "C", "C", "C", "C", "C", "C", "C", "C", "C", "C", "C", "C", "C", "C", "C", "C", "C", "C", "C", "C", "H", "H", "H", "H", "H", "H", "H", "H", "H", "H", "H", "H", "H", "H", "H", "H", "H", "H", "H", "H", "H", "H", "H", "H", "H", "H", "H", "H", "H", "H", "H", "H", "H", "H", "H", "H", "H", "H", "H", "H", "H", "H", "H", "H", "H", "H"], "coordinates": [[0.749751, 3.311708, -0.537177], [1.074273, -2.198159, 0.847703], [4.193926, 0.823968, -0.172048], [-1.278909, -3.686328, -0.400522], [0.113616, 2.623974, 1.725763], [-4.353707, 5.798495, -2.536346], [-0.620617, 2.659958, 3.907309], [-0.177388, 0.654634, 2.884893], [-3.969307, 5.986837, -1.274138], [-1.410740, -1.020663, 0.305805], [-0.042100, -4.666078, -1.278621], [4.232547, -0.274724, 1.323296], [-1.432609, 3.207783, -0.772245], [-2.376649, 4.157073, -1.403758], [-0.791135, 2.161609, -1.600673], [-2.776474, 4.005388, -2.744477], [3.250857, -0.244714, -1.326631], [-2.820128, -3.512855, -1.325582], [-1.592639, -4.332823, 1.258117], [-2.012184, -5.808884, 1.307107], [-3.786723, 4.836600, -3.261795], [-2.971806, 5.203111, -0.662046], [4.169860, -1.347881, -1.876774], [-0.217941, 2.017036, 2.792006], [3.214646, 2.170390, 0.491734], [-0.247717, -4.709525, -2.788603], [-0.801571, 0.752435, -1.233542], [-0.473982, -1.977459, -0.333788], [3.968237, 3.311260, 1.176310], [5.490655, -0.031923, 2.148951], [-0.086596, -0.189460, -2.017435], [-0.054290, -1.509236, -1.686355], [-4.062529, -3.127829, -0.514790], [-0.810700, 4.091930, 4.029477], [-1.508968, 0.276469, -0.093383], [2.856176, 0.380206, -2.144760], [0.583044, -5.266134, -3.240825], [-2.358830, 3.225514, -3.383995], [-0.087392, -5.674243, -0.840772], [-2.621666, -2.753037, -2.099729], [-2.377755, -3.704360, 1.697105], [6.393007, -0.182077, 1.547055], [-0.912584, 2.063983, 4.678205], [5.529837, -0.740671, 2.982497], [0.089690, 0.081851, 2.091046], [5.132572, -0.933603, -2.210483], [-3.006801, -5.961524, 0.867288], [-4.210075, -3.768507, 0.365411], [4.375494, -2.117083, -1.119088], [0.433913, -2.212578, -2.360122], [0.441075, 0.188792, -2.914852], [2.407392, -0.683763, -0.771997], [-0.262627, -3.711389, -3.246877], [2.887646, 2.545637, -0.520503], [-2.066094, -6.132096, 2.353197], [4.190925, -1.319609, 0.988232], [4.686689, 3.760966, 0.474818], [-0.678152, -4.159634, 1.845863], [-4.132093, 4.697323, -4.287102], [-2.152227, 0.977838, 0.464543], [4.530336, 3.000612, 2.069132], [0.943159, -4.247241, -1.016028], [3.708187, -1.846536, -2.739965], [2.400635, 1.739918, 1.104648], [-0.358512, 0.203254, 3.773356], [-0.588968, 2.395990, -2.658165], [-0.235835, 4.460562, 4.883481], [5.521492, 0.976960, 2.571375], [-1.625319, 3.015149, 0.290664], [-4.019721, -2.078719, -0.193163], [-2.956554, -4.480247, -1.832483], [-1.300408, -6.464796, 0.794451], [-1.868460, 4.313810, 4.201160], [-0.474387, 4.601524, 3.123532], [3.266951, 4.103107, 1.479817], [-1.186092, -5.216227, -3.050629], [-4.935167, -3.235227, -1.168664], [-2.686949, 5.394232, 0.372253], [-4.467919, 6.785956, -0.717809], [-1.918329, -1.355579, 1.221903], [3.329721, -0.080436, 1.919224]], "forces_ev_per_angstrom": [[2.817, 2.653, 1.747], [0.527, -0.089, 0.505], [2.690, -0.980, 0.390], [0.563, 0.720, -0.060], [-0.361, -0.552, 0.781], [-0.295, 0.037, -0.169], [0.083, -0.742, -0.503], [-0.009, 0.280, -0.032], [0.774, -0.634, 0.146], [-0.149, 1.205, 0.556], [0.006, -0.333, 0.232], [0.064, 0.010, -0.308], [-1.515, -0.867, -1.181], [-0.148, 0.638, -0.307], [-4.297, -3.065, 0.389], [-0.425, 0.270, 0.038], [-0.871, 0.252, 0.270], [0.095, -0.118, -0.270], [0.207, 0.238, 0.328], [-0.198, -0.140, -0.118], [0.774, -0.178, 0.709], [-0.305, -0.064, -0.573], [0.047, 0.036, -0.093], [0.283, 0.143, -0.334], [-0.384, 0.004, -1.098], [-0.019, -0.183, -0.482], [0.832, 3.254, -0.640], [-1.623, -0.418, -0.499], [0.172, 0.145, -0.061], [0.130, -0.323, 0.319], [0.489, -1.340, -0.741], [0.741, 0.829, -0.490], [-0.096, 0.097, 0.069], [-0.060, 0.326, 0.236], [-0.673, -0.891, 1.252], [0.111, -0.193, 0.137], [-0.289, 0.104, 0.067], [-0.229, 0.184, 0.216], [0.119, 0.197, -0.233], [-0.035, -0.329, 0.084], [0.145, -0.056, -0.039], [-0.178, 0.094, 0.082], [0.119, 0.466, -0.232], [0.063, 0.146, -0.017], [0.017, 0.391, 0.362], [-0.284, -0.117, 0.113], [0.265, 0.020, 0.054], [-0.013, 0.165, -0.302], [-0.021, 0.241, -0.178], [0.071, 0.303, 0.374], [-0.520, -0.492, 0.449], [0.157, 0.138, -0.539], [-0.068, -0.416, 0.096], [0.288, -0.293, 1.255], [0.032, 0.110, -0.256], [0.066, 0.154, 0.106], [-0.176, -0.202, 0.241], [-0.243, -0.104, -0.200], [0.032, 0.150, 0.257], [0.336, -0.534, -0.376], [-0.304, -0.008, -0.288], [-0.337, -0.158, -0.011], [0.073, 0.099, 0.220], [-0.095, 0.532, -0.313], [0.136, 0.058, -0.373], [0.249, -0.044, 0.450], [-0.066, 0.030, -0.185], [0.018, -0.122, -0.116], [-0.076, -0.305, -0.515], [0.001, -0.313, -0.024], [-0.080, 0.265, 0.064], [-0.139, 0.125, 0.138], [0.163, 0.030, -0.088], [-0.038, -0.233, 0.173], [0.148, -0.163, 0.005], [0.328, 0.097, -0.005], [0.143, 0.022, 0.227], [-0.074, -0.089, -0.197], [0.180, -0.255, -0.216], [0.089, 0.207, -0.476], [0.052, -0.123, 0.002]]}